No. 1
DFT (ωB97M-V/def2-TZVPD) results for a structure of composition C41H80B6F24N13O at a distorted geometry.

Geometry as XYZ:
```
165
Properties=species:S:1:pos:R:3:forces:R:3:mulliken_charge:R:1
C -5.1270 10.0186 -18.3602 0.24 1.42 -1.30 -1.027
C -6.6439 9.8821 -18.4198 1.18 -1.24 1.01 -0.074
N -7.2115 10.1427 -19.7429 -0.50 0.38 0.54 0.311
C -8.2172 11.0282 -20.0573 0.61 0.85 1.19 -0.600
C -8.5368 10.8379 -21.3380 -0.54 0.44 -0.83 -0.638
N -7.7599 9.8041 -21.7965 -1.24 0.72 -0.81 0.462
C -6.9880 9.4335 -20.8155 1.48 -2.41 0.06 -0.535
C -7.9217 9.1269 -23.0641 0.77 -0.98 -0.41 -0.880
H -4.6635 9.6560 -17.4479 -0.25 -0.23 0.07 0.384
H -4.8293 11.0636 -18.5142 -0.05 -0.02 0.32 0.339
H -4.6806 9.5543 -19.2449 0.07 -0.40 0.33 0.064
H -7.1501 10.4705 -17.6611 -0.20 0.22 -0.24 0.571
H -6.7819 8.8251 -18.1707 -0.79 0.14 -0.20 -0.092
H -8.4698 11.8030 -19.3581 -0.31 0.00 0.00 0.541
H -9.1698 11.4145 -21.9851 -0.17 -0.08 -0.04 0.536
H -6.3713 8.5453 -20.8830 0.29 0.26 0.09 0.557
H -8.9568 8.9098 -23.3169 -0.16 0.38 0.35 0.365
H -7.4347 8.1553 -22.9537 0.09 0.13 -0.11 0.210
H -7.4367 9.6534 -23.8828 0.01 0.19 0.12 0.388
C -7.8266 1.5943 -18.3641 -0.36 -0.72 0.28 -0.052
C -7.7896 2.6478 -17.2828 0.67 0.33 0.96 1.638
N -6.6383 3.5698 -17.2915 -1.34 -1.22 -0.05 0.602
C -5.8946 3.8132 -16.1722 -0.10 -0.36 -0.10 -0.905
C -5.0497 4.8075 -16.5002 0.39 0.29 1.25 -1.117
N -5.3082 5.1412 -17.7916 1.03 0.67 -1.19 0.859
C -6.2642 4.3727 -18.2607 -0.29 0.01 -0.54 -0.312
C -4.5603 6.0952 -18.6429 -1.20 0.31 0.44 -0.906
H -7.9135 1.9743 -19.3801 -0.17 0.11 0.12 -0.459
H -8.6868 0.9494 -18.1046 -0.07 0.34 -0.38 0.503
H -6.9821 0.9059 -18.3503 0.36 0.37 0.13 0.370
H -7.6802 2.2098 -16.2893 -0.26 -0.36 -0.14 -0.891
H -8.7031 3.2373 -17.1968 0.13 -0.05 -0.34 -0.940
H -6.0353 3.2172 -15.2933 0.02 0.25 0.32 0.787
H -4.3698 5.3190 -15.8399 0.30 0.07 -0.38 0.601
H -6.6618 4.3976 -19.2564 0.01 0.00 -0.13 0.319
H -3.5386 6.1153 -18.3015 0.15 0.20 -0.21 0.131
H -5.0529 7.0569 -18.4984 0.50 0.20 0.12 0.216
H -4.7221 5.8570 -19.6897 0.35 -0.35 -0.01 0.384
C -12.5148 -5.8537 -17.9186 -0.72 -0.49 -0.54 -0.974
C -11.8180 -6.0118 -19.2601 0.26 -0.84 -0.23 -0.711
N -10.6706 -5.0956 -19.4191 -0.96 -1.26 0.55 0.103
C -9.3584 -5.3590 -19.1450 0.09 -1.00 0.16 -0.417
C -8.6843 -4.2377 -19.3986 1.31 0.54 0.41 -0.426
N -9.5810 -3.2893 -19.7861 -0.06 0.78 1.09 0.237
C -10.7812 -3.8313 -19.7186 -0.65 1.06 -1.06 0.010
C -9.2894 -1.8708 -19.9139 1.50 0.33 -1.58 -0.952
H -13.1552 -4.9728 -17.8886 0.29 0.21 0.12 0.341
H -11.8372 -5.9020 -17.0718 0.12 0.14 -0.01 0.322
H -13.2086 -6.6952 -17.8347 0.10 0.02 0.13 0.354
H -12.4736 -5.9521 -20.1319 -0.12 0.74 0.22 0.374
H -11.4496 -7.0306 -19.4153 0.39 0.17 0.49 0.380
H -8.9865 -6.2767 -18.7279 -0.20 -0.23 -0.22 0.442
H -7.6518 -4.0202 -19.1874 0.07 0.09 -0.34 0.494
H -11.6964 -3.3113 -19.9378 -0.09 -0.03 -0.05 0.385
H -8.6155 -1.4787 -19.1539 -0.62 -0.21 0.64 0.227
H -10.1759 -1.2792 -20.0910 -0.17 -0.01 0.30 0.366
H -8.6409 -1.7682 -20.7939 -0.40 0.10 -0.16 0.460
C -7.7583 0.9462 -22.1776 -7.29 1.41 -2.82 -0.517
C -7.2378 1.7052 -23.3837 1.16 -0.62 -0.55 -0.742
N -7.8792 3.0041 -23.6738 -0.88 -0.90 0.47 0.378
C -8.1892 3.9439 -22.7183 0.83 -0.13 0.40 -0.270
C -8.8940 4.9102 -23.3260 -0.20 0.79 -0.41 -0.924
N -9.0133 4.5480 -24.6482 -0.89 -0.27 0.20 0.268
C -8.4594 3.3538 -24.8022 0.06 0.17 -0.55 -0.164
C -9.8084 5.2168 -25.6645 0.60 0.59 0.13 -0.849
H -8.7113 0.4606 -22.4119 -0.68 0.33 -0.46 0.418
H -7.9414 1.6989 -21.4139 -0.44 -0.94 0.06 -0.287
H -7.0380 0.2050 -21.8515 -4.36 -0.41 -1.34 0.249
H -7.2499 1.0999 -24.2903 -0.38 0.14 -0.18 0.424
H -6.1851 1.9655 -23.2388 -0.28 -0.21 -0.30 0.277
H -7.7830 3.8516 -21.7256 -0.34 0.26 -0.18 0.423
H -9.2949 5.8426 -22.9698 0.09 -0.02 0.19 0.918
H -8.5933 2.7885 -25.7072 0.45 -0.22 0.03 0.359
H -10.1324 4.4904 -26.3980 -0.17 0.03 -0.10 0.327
H -9.1851 5.9789 -26.1294 -0.06 -0.04 -0.25 0.314
H -10.6404 5.7322 -25.1972 -0.22 -0.22 0.02 0.331
C -11.1630 3.8399 -17.9108 -0.21 0.37 0.01 -0.733
C -12.4827 4.5297 -17.6469 -0.27 0.12 1.07 -0.684
N -12.7870 5.6179 -18.5789 -0.44 -0.83 -0.81 0.127
C -14.0321 6.0091 -19.0112 -0.61 -1.12 1.72 -0.500
C -13.8679 7.0954 -19.7493 -0.44 0.97 -1.45 -0.441
N -12.5174 7.2913 -19.9146 -1.42 0.78 -0.22 0.155
C -11.9130 6.3700 -19.1931 2.31 0.74 0.72 -0.259
C -11.9244 8.3720 -20.7007 1.31 -0.16 0.32 -0.741
H -10.3157 4.4595 -17.6241 -0.04 0.14 -0.18 0.092
H -11.1149 3.6073 -18.9738 0.32 -0.30 0.04 0.244
H -11.1037 2.9616 -17.2731 -0.04 -0.15 -0.12 0.557
H -12.5163 4.9858 -16.6529 0.20 -0.16 0.02 0.323
H -13.3171 3.8293 -17.6614 -0.02 0.04 -0.32 0.386
H -14.9026 5.4884 -18.6552 -0.15 0.17 -0.07 0.448
H -14.6006 7.7448 -20.1929 0.03 -0.04 -0.16 0.450
H -10.8553 6.3746 -18.9607 0.01 -0.20 -0.38 0.494
H -12.5476 9.2386 -20.8894 -0.64 -0.32 0.40 0.423
H -11.5748 7.9804 -21.6511 0.06 -0.03 0.04 0.201
H -11.0672 8.6950 -20.1107 0.14 0.17 -0.40 0.293
C 0.0703 4.4737 -20.7373 -0.30 0.52 -0.06 -1.282
C -0.8978 5.3102 -19.9364 -0.93 0.51 0.89 -0.609
N -1.0181 4.7861 -18.5582 -0.11 0.67 -0.69 0.486
C -1.9842 3.9122 -18.1092 0.25 -0.53 0.27 -1.652
C -1.7318 3.7328 -16.7980 0.33 -0.16 0.83 -1.086
N -0.6693 4.5426 -16.4560 -0.06 -1.28 0.26 0.404
C -0.2734 5.1791 -17.5361 0.25 -0.09 -0.10 -0.047
C -0.1127 4.6032 -15.1112 0.65 0.81 0.50 -0.848
H 1.0439 4.5225 -20.2525 0.08 -0.29 -0.05 0.346
H 0.1740 4.8880 -21.7376 -0.04 -0.06 -0.08 0.431
H -0.3128 3.4581 -20.7971 0.26 -0.16 -0.05 0.312
H -1.9355 5.3532 -20.2698 0.20 -0.32 -0.60 0.245
H -0.6694 6.3732 -19.8412 0.45 -0.12 -0.15 0.484
H -2.7211 3.4113 -18.7157 0.15 0.19 -0.26 1.349
H -2.1092 3.0795 -16.0328 -0.34 0.11 -0.28 0.947
H 0.4614 5.9609 -17.5556 0.14 -0.12 -0.16 0.505
H 0.3811 3.7019 -14.7606 -0.36 -0.47 -0.51 0.313
H -0.9022 4.8973 -14.4250 0.18 -0.16 -0.09 0.353
H 0.6648 5.3702 -15.0965 -0.29 0.16 -0.11 0.322
C -8.5345 -0.4041 -14.3437 -0.62 0.46 -1.55 -1.025
N -7.8242 -1.6415 -13.9100 -0.28 2.24 0.04 0.361
C -7.1364 -1.2606 -12.6540 0.61 -1.44 1.21 -0.887
C -8.7999 -2.7102 -13.7003 0.02 -0.59 0.45 -0.865
C -6.8557 -1.9796 -14.9667 1.04 -2.41 0.14 -0.609
C -5.5934 -1.1935 -14.9715 0.75 2.20 -0.47 -1.054
O -5.9042 0.2056 -14.9893 0.34 -0.65 0.31 0.145
H -8.8123 -0.5429 -15.3956 -0.08 -0.08 0.12 0.466
H -7.8302 0.4197 -14.3461 -0.24 0.17 0.42 0.209
H -9.4566 -0.2502 -13.8029 0.16 0.22 0.57 0.393
H -6.5272 -0.3723 -12.7711 -0.24 0.17 -0.07 0.207
H -6.5066 -2.1114 -12.3710 0.17 0.16 -0.12 0.464
H -7.8571 -1.2064 -11.8419 -0.24 0.53 -0.22 0.401
H -9.7299 -2.2709 -13.3594 -0.13 -0.07 -0.09 0.280
H -8.4330 -3.3651 -12.9133 0.07 -0.21 -0.15 0.370
H -8.9102 -3.2579 -14.6298 -0.26 -0.05 -0.02 0.367
H -7.3818 -2.0819 -15.9126 -0.07 0.45 -0.05 0.445
H -6.5059 -2.9881 -14.6996 -0.22 -0.10 -0.22 0.501
H -4.9658 -1.3505 -15.8615 -0.36 -0.75 0.13 0.522
H -4.9641 -1.4264 -14.1022 -0.20 -0.06 -0.07 0.405
H -5.0323 0.6219 -14.8342 -0.11 0.37 -0.26 -0.004
B -3.1010 1.9126 -14.2201 1.10 0.73 1.90 0.397
F -3.3513 0.9672 -15.2622 -0.17 0.43 0.05 -0.450
F -1.6963 2.0977 -14.0338 -0.74 -0.43 -0.56 -0.326
F -3.6415 3.1972 -14.4735 -0.16 -1.10 -0.22 -0.270
F -3.6341 1.3757 -13.0083 -0.17 0.05 -0.93 -0.361
B -2.1407 7.3669 -15.5694 0.01 0.89 0.50 0.339
F -2.1490 6.3957 -14.5260 -0.25 0.87 -0.69 -0.397
F -3.3467 7.2089 -16.3371 0.77 0.06 0.25 -0.304
F -2.0818 8.6988 -15.0609 -0.12 -1.27 -0.37 -0.354
F -0.9844 7.1534 -16.4028 -0.93 0.51 0.49 -0.339
B -9.0450 3.5396 -13.4196 0.24 0.21 1.05 0.386
F -9.2065 4.8678 -12.9824 -0.13 -0.49 -0.79 -0.376
F -9.5112 2.6990 -12.3665 0.27 -0.18 -0.62 -0.407
F -9.8010 3.2214 -14.5987 0.21 0.23 0.04 -0.389
F -7.6597 3.3004 -13.6807 -0.76 -0.26 -0.15 -0.213
B -5.4018 1.5809 -21.1025 1.81 1.35 0.84 -0.072
F -6.3730 2.6118 -21.3180 1.98 0.74 1.33 -0.213
F -5.0592 1.5710 -19.7466 -0.41 -0.31 -0.41 -0.093
F -5.9808 0.3519 -21.5220 10.35 -1.53 3.80 -0.279
F -4.2602 1.8081 -21.8752 -0.68 -0.03 0.04 -0.312
B -3.1006 8.8097 -21.7276 0.46 -1.07 0.33 0.313
F -3.2277 9.9242 -20.8841 -0.25 -0.15 -0.30 -0.385
F -2.8250 7.6329 -20.9329 0.08 0.46 0.00 -0.220
F -4.3457 8.4902 -22.3550 -0.15 0.60 -0.14 -0.341
F -2.0646 8.9921 -22.6504 -0.60 0.02 0.18 -0.352
B -8.5104 6.3660 -20.1893 0.61 0.15 -0.44 0.707
F -7.2101 6.3149 -20.7711 -0.92 -0.14 0.43 -0.252
F -9.0511 5.0435 -20.0559 0.31 0.95 0.17 -0.326
F -8.4535 7.0607 -18.9587 -0.40 -0.60 -0.68 -0.443
F -9.3644 7.0947 -21.1050 0.19 -0.31 0.48 -0.225
```
Forces are in eV/Å.

Output
**LUMO**: -3.30 eV
**HOMO-LUMO gap**: 6.586 eV
**2S+1**: 1
**Total charge**: +1
**Electronic energy**: -4944.17550 Eh
**Energy above the lowest of the compared OMol25 structures with the same formula, charge and spin**: 5.436 eV
**HOMO level**: -0.3634 Ha

***

No. 2
DFT (ωB97M-V/def2-TZVPD) results for a cluster of 6 separate species, C18H36N2O18PS in total at a distorted geometry.

Geometry as XYZ:
```
76
Properties=species:S:1:pos:R:3:forces:R:3:mulliken_charge:R:1
N -0.8902 -0.7544 -7.3406 0.15 0.30 0.06 -0.522
C 0.1176 0.3160 -7.0812 0.10 0.52 1.45 -0.269
C -0.5191 1.6108 -6.3238 2.44 -0.32 -0.72 -0.561
N -1.0018 1.1835 -4.9408 -5.29 1.16 1.08 -0.170
C -2.2578 1.4656 -4.8312 -0.45 -1.84 -1.76 0.727
O -3.5031 1.4942 -4.8629 5.77 0.25 0.81 -0.562
P 0.9406 2.8259 -6.0651 -1.91 -0.49 -0.45 0.601
O 1.1306 3.2334 -4.4020 0.35 -1.53 -1.84 -0.561
O 2.3386 2.1168 -6.7589 -0.97 1.22 0.44 -0.522
S 0.4974 4.4661 -7.0667 0.84 -0.12 0.38 -0.538
H -1.8500 -0.4631 -7.1191 0.70 0.01 -0.50 0.214
H -0.8058 -1.1651 -8.2769 -0.31 0.54 0.64 0.216
H 0.9133 -0.1284 -6.3626 -0.86 0.44 -1.47 0.101
H 0.5822 0.6891 -8.0552 -0.47 -0.49 1.42 0.227
H 1.0390 2.4188 -3.8537 -0.07 0.59 -0.62 0.338
H 2.4191 2.5543 -7.6420 -0.06 -0.21 1.07 0.316
C -0.1634 -1.6566 1.2721 0.20 0.02 0.46 -0.398
O -0.5544 -1.8197 -0.0910 -0.31 0.18 -0.16 -0.186
C -1.6011 -1.0616 -0.4605 0.02 -0.17 -0.51 0.741
O -2.2026 -0.2901 0.2491 0.24 -0.38 -0.20 -0.575
O -1.8598 -1.3118 -1.7525 0.22 -0.04 0.72 -0.311
C -2.9574 -0.5699 -2.2863 -0.39 0.23 -0.35 -0.596
H 0.6870 -2.3149 1.4558 -0.12 -0.03 -0.29 -0.093
H 0.1487 -0.6270 1.4632 -0.19 -0.06 0.01 0.298
H -0.9752 -1.9456 1.9433 0.05 0.15 -0.08 0.319
H -2.7574 0.5024 -2.2382 -0.07 -0.15 0.11 0.233
H -3.8815 -0.8153 -1.7575 0.15 0.13 0.08 0.326
H -3.0749 -0.8512 -3.3329 0.27 -0.09 0.17 0.198
C -0.0780 2.7903 6.0955 0.04 0.10 0.37 -0.661
O 0.0042 2.3668 4.7367 -0.25 0.04 -0.22 -0.348
C -1.1264 2.5529 4.0319 0.03 -0.32 -0.34 0.802
O -2.1533 3.0300 4.4520 0.44 -0.17 -0.05 -0.561
O -0.9132 2.1139 2.7809 0.10 0.23 0.70 -0.293
C -2.0388 2.2470 1.9084 -0.42 0.06 -0.51 -0.563
H 0.8866 2.5933 6.5650 -0.03 -0.08 -0.30 0.233
H -0.2782 3.8627 6.1537 -0.14 -0.15 0.00 0.290
H -0.8445 2.2246 6.6299 -0.03 0.18 -0.10 0.293
H -2.3189 3.2966 1.7969 -0.08 -0.15 0.17 0.391
H -2.8820 1.6587 2.2758 0.11 0.15 0.01 0.311
H -1.7517 1.8619 0.9312 0.16 -0.03 0.32 0.130
C 1.1031 -4.7242 -1.3814 -0.56 0.23 -0.02 -0.485
O 2.4711 -5.0886 -1.5729 0.56 -0.04 0.50 -0.348
C 3.2516 -4.8780 -0.5028 -0.12 0.02 -0.51 0.792
O 2.8947 -4.4226 0.5588 0.51 0.09 -0.89 -0.484
O 4.5013 -5.2617 -0.8164 -0.39 0.07 0.09 -0.338
C 5.4469 -5.0924 0.2372 0.31 0.06 0.23 -0.618
H 0.5676 -4.9361 -2.3072 0.32 -0.04 0.01 0.293
H 0.6549 -5.3168 -0.5803 0.09 0.16 0.01 0.219
H 1.0144 -3.6567 -1.1685 -0.01 -0.17 0.10 0.196
H 5.1715 -5.6980 1.1038 -0.04 0.17 -0.03 0.249
H 5.5322 -4.0389 0.5131 -0.13 -0.14 0.08 0.281
H 6.4167 -5.4331 -0.1273 -0.24 -0.02 -0.19 0.254
C -0.5879 5.3645 2.4047 0.22 -0.37 0.12 -0.483
O -1.3064 6.5162 1.9653 0.13 0.42 -0.21 -0.320
C -0.5507 7.4271 1.3292 -0.07 -0.09 -0.01 0.734
O 0.6338 7.3417 1.1162 -0.49 0.09 0.13 -0.537
O -1.3453 8.4508 0.9715 0.13 -0.33 0.18 -0.327
C -0.6706 9.5002 0.2808 0.15 0.32 -0.24 -0.626
H -1.2937 4.7012 2.9019 -0.13 0.45 -0.09 0.031
H -0.1544 4.8331 1.5543 0.10 0.16 0.11 0.361
H 0.1874 5.6445 3.1220 0.04 0.00 -0.21 0.352
H -0.2400 9.1324 -0.6531 0.09 0.00 0.19 0.300
H 0.1011 9.9444 0.9137 0.03 -0.16 -0.12 0.287
H -1.4063 10.2693 0.0423 -0.11 -0.26 0.15 0.217
C -1.6600 -6.4572 5.4261 -0.36 0.01 0.14 -0.611
O -0.3003 -6.6423 5.0386 0.14 0.15 -0.23 -0.342
C 0.0945 -5.8560 4.0206 0.34 -0.04 -0.10 0.750
O -0.5909 -5.0466 3.4438 0.20 -0.33 0.28 -0.529
O 1.3823 -6.1290 3.7591 -0.63 -0.04 0.41 -0.351
C 1.9392 -5.3600 2.6894 0.07 0.01 -0.10 -0.242
H -1.8673 -7.1396 6.2514 0.29 -0.01 -0.12 0.213
H -1.8264 -5.4348 5.7729 -0.02 -0.07 -0.20 0.288
H -2.3326 -6.6992 4.6001 0.08 0.19 0.04 0.287
H 1.9150 -4.2952 2.9287 -0.13 -0.14 -0.13 0.323
H 1.4105 -5.5581 1.7576 -0.07 0.10 0.33 0.169
H 2.9786 -5.6615 2.5665 -0.24 -0.15 0.27 0.024
```
Forces are in eV/Å.

Output
**LUMO**: 1.84 eV
**HOMO-LUMO gap**: 5.096 eV
**2S+1**: 1
**Total charge**: -1
**Electronic energy**: -2910.89957 Eh
**HOMO level**: -0.1198 Ha

***

No. 3
DFT (ωB97M-V/def2-TZVPD) results for an isolated molecule of C4H6O2.

Geometry as XYZ:
```
12
Properties=species:S:1:pos:R:3:forces:R:3:nbo_charge:R:1
O -1.5032 -1.3408 0.7506 -0.08 0.05 0.23 -0.688
C -1.6659 -0.4670 -0.3461 -0.25 0.01 -0.37 -0.173
C -0.4024 -0.1093 -0.9610 0.01 -0.58 -0.78 0.090
C 0.7691 0.1631 -1.1484 -0.71 0.06 0.42 -0.149
C 1.4121 0.8808 0.0071 -0.14 0.65 0.33 -0.068
O 2.3097 0.0529 0.7004 0.33 -0.11 -0.05 -0.710
H -1.1877 -0.8296 1.5076 0.02 -0.16 -0.18 0.473
H -2.1656 0.4677 -0.0535 -0.08 -0.16 -0.07 0.202
H -2.2785 -0.9690 -1.0888 -0.34 -0.07 0.04 0.226
H 1.8483 1.8364 -0.2761 0.44 -0.12 -0.11 0.184
H 0.5473 1.1200 0.6495 0.75 0.26 0.41 0.131
H 2.3169 -0.8052 0.2586 0.04 0.17 0.13 0.481
```
Forces are in eV/Å.

Output
**LUMO**: 0.44 eV
**HOMO-LUMO gap**: 10.055 eV
**2S+1**: 1
**Total charge**: 0
**Electronic energy**: -306.34556 Eh
**Energy above the lowest of the compared OMol25 structures with the same formula, charge and spin**: 4.374 eV
**HOMO level**: -0.3535 Ha